1.
Density functional theory data (ωB97M-V with the def2-TZVPD basis set) for a structure of composition C34H40N4O8PReS3.

Results
Charge   +1
Kohn-Sham gap (alpha / beta)   6.31 / 6.64 eV
2S+1   2
⟨S²⟩   0.77
LUMO (alpha / beta)   -4.4 / -4.2 eV

Positions of all 91 atoms, in Å:
1 Re 0.00 -0.57 0.43
2 O 1.53 2.12 4.15
3 C 0.91 1.17 3.45
4 O 1.28 0.03 3.39
5 C -0.35 1.68 2.81
6 C -1.00 2.77 3.35
7 C -2.25 3.14 2.88
8 C -2.84 2.35 1.91
9 C -2.13 1.28 1.42
10 N -0.88 0.96 1.80
11 C -2.79 0.28 0.51
12 O -3.96 0.32 0.27
13 O -1.96 -0.69 0.11
14 H 2.30 1.70 4.58
15 H -0.52 3.31 4.15
16 H -2.76 4.00 3.28
17 H -3.84 2.52 1.54
18 S 0.43 -2.41 -1.08
19 C -0.12 -3.73 -0.21
20 N 0.02 -4.97 -0.61
21 C -0.70 -6.05 0.07
22 C -2.05 -5.53 0.48
23 N -1.84 -4.36 1.36
24 C -2.88 -4.16 2.41
25 C -4.24 -4.05 1.78
26 C -4.51 -2.95 0.97
27 C -5.75 -2.83 0.37
28 C -6.73 -3.80 0.58
29 C -6.45 -4.90 1.38
30 C -5.21 -5.02 1.98
31 C -0.89 -3.51 1.09
32 S -0.50 -2.22 2.13
33 C 0.81 -5.35 -1.81
34 C -0.09 -5.85 -2.91
35 C -0.98 -4.97 -3.53
36 C -1.83 -5.42 -4.53
37 C -1.78 -6.76 -4.92
38 C -0.89 -7.63 -4.32
39 C -0.05 -7.18 -3.31
40 H -0.12 -6.40 0.93
41 H -0.82 -6.87 -0.63
42 H -2.60 -6.28 1.04
43 H -2.65 -5.24 -0.38
44 H -2.62 -3.25 2.95
45 H -2.81 -5.00 3.10
46 H -3.76 -2.18 0.81
47 H -5.97 -1.96 -0.25
48 H -7.70 -3.70 0.11
49 H -7.21 -5.65 1.55
50 H -5.00 -5.88 2.62
51 H 1.50 -6.13 -1.49
52 H 1.39 -4.49 -2.12
53 H -1.01 -3.92 -3.24
54 H -2.52 -4.74 -5.01
55 H -2.44 -7.11 -5.71
56 H -0.85 -8.67 -4.63
57 H 0.66 -7.86 -2.84
58 S 4.59 -0.15 1.16
59 C 3.06 -0.29 0.93
60 N 1.87 -0.40 0.74
61 C 2.70 3.33 -1.02
62 C 1.39 3.77 -0.37
63 C 0.76 4.95 -1.11
64 C 1.61 4.10 1.08
65 O 0.41 2.66 -0.33
66 P -0.08 1.93 -1.65
67 O 0.58 2.39 -2.87
68 O 0.10 0.37 -1.34
69 O -1.64 2.17 -1.56
70 C -2.63 2.03 -2.66
71 C -2.17 2.76 -3.91
72 C -3.87 2.69 -2.10
73 C -2.83 0.55 -2.93
74 H 3.50 3.99 -0.69
75 H 2.64 3.34 -2.11
76 H 2.95 2.31 -0.70
77 H 1.47 5.78 -1.14
78 H -0.14 5.28 -0.59
79 H 0.51 4.68 -2.13
80 H 2.31 4.93 1.17
81 H 2.04 3.24 1.61
82 H 0.67 4.39 1.57
83 H -1.88 3.79 -3.69
84 H -3.01 2.78 -4.61
85 H -1.32 2.27 -4.39
86 H -3.69 3.74 -1.88
87 H -4.19 2.19 -1.18
88 H -4.68 2.62 -2.82
89 H -1.87 0.06 -3.07
90 H -3.42 0.43 -3.85
91 H -3.36 0.06 -2.11



2.
Density functional theory data (ωB97M-V with the def2-TZVPD basis set) for a cluster of 14 separate species, C44H108Cl8O20 in total.

Results
Charge   0
Kohn-Sham gap   9.69 eV
2S+1   1
LUMO   0.3 eV

Positions of all 180 atoms, in Å:
1 C -4.44 -4.04 0.12
2 O -3.12 -4.05 0.58
3 C -2.90 -3.24 1.72
4 C -2.39 -1.80 1.34
5 O -3.40 -0.99 0.72
6 C -2.93 0.22 0.16
7 H -5.14 -4.42 0.85
8 H -4.41 -4.75 -0.70
9 H -4.74 -3.06 -0.24
10 H -2.13 -3.75 2.31
11 H -3.77 -3.22 2.38
12 H -1.46 -1.88 0.78
13 H -2.06 -1.22 2.21
14 H -2.54 0.06 -0.85
15 H -2.07 0.64 0.69
16 H -3.70 0.97 -0.02
17 C 0.84 -3.38 2.63
18 O 0.27 -2.09 2.88
19 C 0.08 -1.91 4.28
20 C -0.17 -0.46 4.66
21 O 1.00 0.20 4.25
22 C 1.00 1.56 4.66
23 H 1.73 -3.45 3.26
24 H 1.08 -3.37 1.57
25 H 0.19 -4.25 2.69
26 H 0.90 -2.30 4.88
27 H -0.85 -2.43 4.51
28 H -0.43 -0.45 5.72
29 H -1.05 -0.01 4.21
30 H 1.03 1.62 5.75
31 H 0.13 2.08 4.26
32 H 1.89 2.10 4.34
33 C 4.08 1.39 -2.90
34 O 4.71 1.81 -1.71
35 C 5.96 1.23 -1.45
36 C 6.85 1.83 -0.29
37 O 7.10 3.27 -0.23
38 C 8.03 3.68 -1.22
39 H 3.07 1.78 -2.96
40 H 4.00 0.32 -3.10
41 H 4.60 1.78 -3.78
42 H 6.58 1.39 -2.32
43 H 5.80 0.17 -1.27
44 H 7.77 1.24 -0.27
45 H 6.36 1.59 0.66
46 H 8.20 4.75 -1.33
47 H 7.72 3.31 -2.20
48 H 8.99 3.18 -1.10
49 C 3.40 -1.00 1.78
50 O 4.54 -1.20 0.98
51 C 4.61 -2.40 0.24
52 C 4.63 -3.62 1.13
53 O 5.55 -3.53 2.23
54 C 5.73 -4.72 2.90
55 H 3.14 0.05 1.94
56 H 3.60 -1.48 2.73
57 H 2.50 -1.45 1.36
58 H 5.49 -2.30 -0.41
59 H 3.75 -2.48 -0.42
60 H 4.83 -4.49 0.50
61 H 3.67 -3.79 1.61
62 H 4.85 -4.98 3.49
63 H 6.58 -4.57 3.57
64 H 5.95 -5.58 2.27
65 C 0.54 4.48 8.52
66 O 0.49 4.67 7.07
67 C 0.07 5.99 6.66
68 C -0.06 6.04 5.12
69 O 1.27 5.98 4.51
70 C 1.20 6.09 3.11
71 H 1.01 3.50 8.64
72 H -0.43 4.50 9.01
73 H 1.19 5.24 8.95
74 H 0.80 6.75 6.94
75 H -0.88 6.22 7.13
76 H -0.61 6.92 4.81
77 H -0.61 5.14 4.82
78 H 0.66 5.23 2.70
79 H 2.23 6.01 2.76
80 H 0.62 6.93 2.75
81 C 0.96 -3.80 -1.21
82 O 1.97 -4.65 -0.59
83 C 1.59 -6.05 -0.65
84 C 2.80 -6.86 -0.15
85 O 3.07 -6.42 1.21
86 C 2.25 -7.01 2.21
87 H 1.29 -2.77 -1.10
88 H -0.05 -3.87 -0.80
89 H 0.85 -3.97 -2.28
90 H 1.18 -6.43 -1.59
91 H 0.83 -6.20 0.11
92 H 3.61 -6.46 -0.76
93 H 2.78 -7.92 -0.39
94 H 1.26 -6.55 2.29
95 H 2.80 -6.95 3.14
96 H 2.13 -8.07 1.98
97 C -4.68 4.37 0.39
98 O -4.35 3.85 1.70
99 C -3.05 4.20 2.12
100 C -2.59 3.43 3.34
101 O -2.53 2.01 3.22
102 C -3.77 1.31 3.24
103 H -4.55 5.45 0.36
104 H -5.73 4.16 0.18
105 H -4.10 3.90 -0.41
106 H -2.97 5.27 2.29
107 H -2.35 3.91 1.33
108 H -3.24 3.65 4.18
109 H -1.56 3.66 3.60
110 H -4.44 1.79 3.96
111 H -3.60 0.26 3.49
112 H -4.27 1.30 2.27
113 C -1.08 1.55 -3.56
114 O -0.74 0.97 -2.37
115 C 0.62 1.07 -2.13
116 C 0.93 0.92 -0.65
117 O 0.22 1.90 0.12
118 C 0.44 1.75 1.54
119 H -2.10 1.32 -3.87
120 H -0.51 0.95 -4.27
121 H -0.81 2.60 -3.69
122 H 1.01 2.06 -2.36
123 H 1.10 0.28 -2.72
124 H 2.00 0.92 -0.47
125 H 0.65 -0.11 -0.45
126 H 0.27 2.73 2.01
127 H 1.47 1.45 1.74
128 H -0.21 0.97 1.94
129 C -0.88 -4.88 -6.34
130 O 0.06 -3.87 -6.53
131 C 0.55 -3.29 -5.28
132 C -0.50 -2.53 -4.48
133 O -1.28 -3.22 -3.51
134 C -2.06 -2.39 -2.65
135 H -1.85 -4.53 -5.99
136 H -0.61 -5.75 -5.74
137 H -1.12 -5.28 -7.32
138 H 1.35 -2.61 -5.58
139 H 1.02 -4.04 -4.65
140 H -1.05 -1.93 -5.21
141 H 0.05 -1.76 -3.96
142 H -2.43 -1.48 -3.13
143 H -1.45 -2.14 -1.78
144 H -2.88 -2.95 -2.20
145 C -9.41 -1.49 -2.02
146 O -8.10 -1.70 -2.58
147 C -7.08 -1.27 -1.68
148 C -5.75 -1.11 -2.38
149 O -5.87 -0.04 -3.33
150 C -4.59 0.37 -3.79
151 H -9.56 -0.47 -1.68
152 H -9.52 -2.15 -1.16
153 H -10.10 -1.82 -2.80
154 H -6.88 -1.92 -0.83
155 H -7.31 -0.32 -1.21
156 H -5.64 -2.05 -2.92
157 H -4.97 -0.97 -1.63
158 H -4.08 0.79 -2.92
159 H -4.55 1.14 -4.57
160 H -3.89 -0.39 -4.14
161 C -0.03 -0.19 -7.70
162 Cl 1.16 0.47 -6.48
163 Cl -1.70 -0.18 -7.14
164 H 0.03 0.43 -8.60
165 H 0.21 -1.22 -7.94
166 C -0.71 4.47 -6.63
167 Cl -0.45 3.45 -8.09
168 Cl -2.32 4.28 -5.96
169 H -0.02 4.09 -5.88
170 H -0.50 5.52 -6.85
171 C -0.86 4.59 -1.46
172 Cl -2.36 5.02 -2.32
173 Cl -0.56 5.93 -0.26
174 H -0.98 3.60 -1.01
175 H -0.15 4.65 -2.28
176 C 3.74 3.46 0.83
177 Cl 2.48 4.54 0.25
178 Cl 3.74 3.39 2.60
179 H 3.56 2.43 0.51
180 H 4.70 3.70 0.38



3.
Density functional theory data (ωB97M-V with the def2-TZVPD basis set) for a cluster of 4 separate species, C30H61BBrFN4O6S2 in total.

Results
Charge   0
Kohn-Sham gap   8.29 eV
SMILES   CCCCN(CCCC[C@@](OC(=O)[C@@H](C)F)(B(O)CC)[C@@H](Br)CC)C(=S)SCCC.CNC(C)=O.CNC(C)=O.CNC(C)=O
2S+1   1
LUMO   0.0 eV

Positions of all 106 atoms, in Å:
1 C 2.10 -3.33 2.86
2 C 1.26 -2.11 2.07
3 C 1.82 -2.14 0.51
4 C 1.10 -1.05 -0.48
5 N 1.47 0.39 -0.25
6 C 0.57 1.09 0.74
7 C -0.98 1.33 0.23
8 C -2.11 0.70 1.28
9 C -3.51 1.45 1.17
10 C -4.77 0.78 0.40
11 O -5.54 1.94 -0.15
12 C -6.09 2.83 0.83
13 O -5.53 3.87 1.47
14 C -7.73 2.66 1.15
15 C -8.11 2.94 2.72
16 F -8.42 3.71 0.33
17 B -4.41 -0.08 -1.00
18 O -5.25 0.20 -2.22
19 C -3.30 -1.24 -1.21
20 C -3.57 -2.66 -0.43
21 C -5.72 -0.21 1.34
22 Br -7.06 -1.26 0.20
23 C -4.89 -1.21 2.34
24 C -5.61 -2.68 2.59
25 C 2.94 0.61 0.02
26 S 4.10 0.75 -1.26
27 S 3.57 0.71 1.78
28 C 5.41 1.07 1.84
29 C 5.60 2.68 2.16
30 C 4.53 3.66 1.40
31 H 1.33 -4.14 3.19
32 H 2.94 -3.73 2.14
33 H 2.65 -2.83 3.79
34 H 0.10 -2.37 2.06
35 H 1.52 -1.13 2.65
36 H 3.00 -2.13 0.48
37 H 1.51 -3.21 0.09
38 H 1.44 -1.32 -1.59
39 H -0.06 -1.25 -0.45
40 H 0.51 0.60 1.80
41 H 1.04 2.18 0.92
42 H -1.18 2.51 0.24
43 H -1.15 1.00 -0.88
44 H -1.65 0.93 2.36
45 H -2.06 -0.46 1.16
46 H -3.88 1.72 2.27
47 H -3.32 2.51 0.67
48 H -8.12 1.63 0.75
49 H -7.66 3.92 3.17
50 H -7.87 1.98 3.37
51 H -9.30 3.08 2.76
52 H -4.68 -0.02 -3.04
53 H -2.17 -0.92 -0.96
54 H -3.24 -1.54 -2.36
55 H -2.89 -2.73 0.55
56 H -4.69 -2.92 -0.24
57 H -3.15 -3.53 -1.14
58 H -6.43 0.40 2.08
59 H -3.78 -1.43 2.05
60 H -4.85 -0.69 3.41
61 H -6.77 -2.61 2.79
62 H -5.14 -3.08 3.62
63 H -5.31 -3.49 1.79
64 H 6.02 0.70 0.91
65 H 5.84 0.48 2.78
66 H 5.48 2.88 3.33
67 H 6.70 3.05 1.89
68 H 5.14 4.62 1.06
69 H 3.66 4.06 2.10
70 H 4.05 3.22 0.43
71 C 6.30 -0.98 7.26
72 N 6.35 0.02 6.21
73 C 7.42 0.39 5.46
74 C 8.74 -0.28 5.72
75 O 7.29 1.26 4.60
76 H 5.57 -1.73 6.97
77 H 5.97 -0.49 8.18
78 H 7.27 -1.45 7.43
79 H 5.50 0.51 5.98
80 H 9.50 0.12 5.04
81 H 9.06 -0.10 6.75
82 H 8.65 -1.36 5.53
83 C 4.98 -0.86 -5.83
84 N 5.22 0.20 -4.88
85 C 6.36 0.90 -4.67
86 C 7.56 0.57 -5.53
87 O 6.40 1.78 -3.81
88 H 4.16 -0.55 -6.48
89 H 4.68 -1.76 -5.28
90 H 5.86 -1.08 -6.44
91 H 4.46 0.48 -4.27
92 H 8.40 1.22 -5.25
93 H 7.86 -0.47 -5.37
94 H 7.32 0.75 -6.58
95 C -4.67 0.39 -8.18
96 N -4.04 0.06 -6.93
97 C -4.27 -1.03 -6.14
98 C -5.30 -2.03 -6.59
99 O -3.64 -1.17 -5.09
100 H -3.89 0.47 -8.95
101 H -5.15 1.37 -8.07
102 H -5.41 -0.35 -8.49
103 H -3.34 0.68 -6.56
104 H -5.36 -2.84 -5.86
105 H -6.27 -1.55 -6.67
106 H -5.00 -2.46 -7.55



4.
Density functional theory data (ωB97M-V with the def2-TZVPD basis set) for a structure of composition C20H17BrN2O11Sr.

Results
Charge   -2
Kohn-Sham gap (alpha / beta)   6.65 / 6.60 eV
2S+1   1
LUMO (alpha / beta)   3.6 / 3.6 eV

Positions of all 52 atoms, in Å:
1 Sr 0.61 0.91 -0.94
2 O -0.55 2.56 3.23
3 C -0.52 1.81 2.25
4 O 0.45 1.64 1.44
5 C -1.75 0.89 2.02
6 C -1.32 -0.54 1.66
7 C -2.48 -1.52 1.90
8 C -3.41 -1.18 0.71
9 C -2.61 -0.07 0.01
10 O -1.26 -0.51 0.22
11 C -2.70 1.23 0.82
12 C -2.36 2.47 -0.05
13 O -3.09 3.46 0.09
14 O -1.38 2.34 -0.85
15 H -2.31 0.90 2.95
16 H -0.35 -0.84 2.05
17 H -2.95 -1.35 2.87
18 H -2.12 -2.55 1.85
19 H -4.40 -0.84 1.01
20 H -3.52 -2.04 0.04
21 H -2.79 0.05 -1.06
22 H -3.71 1.39 1.19
23 Br 7.81 0.37 4.04
24 C 6.01 0.63 3.42
25 C 5.03 0.93 4.35
26 C 3.73 1.11 3.89
27 C 3.42 0.98 2.54
28 C 4.43 0.67 1.63
29 C 5.73 0.50 2.07
30 C 4.11 0.53 0.14
31 O 5.06 0.48 -0.65
32 O 2.88 0.51 -0.12
33 H 5.28 1.03 5.40
34 H 2.94 1.36 4.59
35 H 2.40 1.11 2.19
36 H 6.51 0.28 1.35
37 O 3.02 1.67 -2.64
38 O 2.44 2.65 -2.27
39 C -3.52 -1.44 -4.96
40 N -2.33 -1.49 -4.14
41 C -1.94 -2.68 -3.60
42 C -0.83 -2.78 -2.85
43 C -0.07 -1.56 -2.58
44 O 0.93 -1.58 -1.84
45 N -0.48 -0.39 -3.14
46 C -1.55 -0.31 -3.96
47 O -1.90 0.70 -4.56
48 H -3.39 -1.99 -5.90
49 H -3.71 -0.39 -5.19
50 H -4.37 -1.85 -4.42
51 H -2.58 -3.53 -3.81
52 H -0.52 -3.71 -2.40



Calculated E in order - -3754.81513; -6927.05495; -5344.92440; -4314.41290 Eh
Calculated max |F| in order - 0.0257; 0.0505; 0.1655; 0.0107 hartree/bohr